(1)
A 2-piece molecular cluster, C6H11NO2 overall in a non-equilibrium geometry, computed with wB97M-V/def2-TZVPD.

```
! RIJCOSX wB97M-V def2-TZVPD def2/J DEFGRID3
* xyz 0 1
C 0.200 -0.127 3.113
N 1.117 0.030 2.247
C 0.624 0.545 0.969
C 1.518 0.844 0.036
C 1.059 1.419 -1.360
C -0.389 1.142 -1.729
C -0.622 -0.354 -2.124
O -1.752 -0.794 -2.026
H 0.374 -0.403 4.172
H -0.834 0.066 2.878
H -0.408 0.726 0.895
H 2.544 1.052 0.158
H 1.335 2.469 -1.460
H 1.690 0.910 -2.094
H -0.819 1.934 -2.280
H -0.938 1.428 -0.861
H 0.146 -1.005 -2.404
O -1.787 -3.133 0.912
H -0.979 -3.654 0.934
H -2.077 -3.095 0.023
*
```

Results
SMILES: C=N/C=C/CCC=O.O
Highest occupied orbital energy (hartree): -0.3434


(2)
An isolated ion of composition C6H11NO2P and charge +1, computed with wB97M-V/def2-TZVPD.

```
! RIJCOSX wB97M-V def2-TZVPD def2/J DEFGRID3
* xyz 1 1
C -0.785 -0.285 -2.403
C -1.801 -2.082 -1.138
C -1.313 -0.618 -1.101
C 2.829 1.311 0.339
C -0.900 0.595 1.424
C 1.771 1.636 -0.600
N -0.364 -0.029 -3.433
O -0.685 -2.929 -1.237
O 0.664 1.074 -0.670
P 0.056 -0.375 0.180
H -2.382 -2.298 -0.229
H -2.470 -2.193 -2.002
H -2.166 0.037 -0.885
H 3.363 0.430 -0.048
H 3.554 2.113 0.439
H 2.437 1.008 1.311
H -1.307 1.508 0.990
H -0.275 0.841 2.282
H -1.713 -0.031 1.784
H -0.921 -3.762 -1.650
H 1.923 2.432 -1.337
*
```

Results
Highest occupied orbital energy (hartree): -0.5200


LUMO energy values, unit eV, following the record order: 0.8 -5.2.
ΔE to the lowest compared entry with this formula, charge and spin values, unit kcal per mole, following the record order: 81.5 9.1.
Orbital gap values, unit eV, following the record order: 10.160 8.934.